This record from the OMol25 dataset describes a cluster of 2 separate species, C4H7O4P in total. The level of theory is the ωB97M-V functional and the def2-TZVPD basis.

CARTESIAN COORDINATES (ANGSTROEM)
C1 1.070 -1.115 0.337
C2 -0.326 -0.880 0.119
C3 0.601 2.442 0.453
C4 -0.359 1.699 -0.298
O1 -2.773 -2.225 -0.237
O2 -0.927 -2.062 -2.085
O3 -0.547 -3.442 0.098
O4 0.127 -1.043 1.349
P1 -1.318 -2.325 -0.650
H1 1.449 -2.045 -0.088
H2 1.924 -0.336 0.437
H3 0.450 3.575 0.489
H4 1.575 2.260 0.009
H5 0.670 2.103 1.475
H6 -0.181 1.441 -1.271
H7 -1.435 1.953 -0.134

- Highest occupied orbital energy (alpha / beta): 0.67 / 0.28 eV
- Total charge: -2
- Spin multiplicity: 1
- Relative energy (zero: lowest compared OMol25 entry of this formula, charge and spin): 104.56 kcal per mole
- Orbital gap (alpha / beta): 0.2034 / 0.2184 Eh

The molecule's natural (NBO) atomic charges, reported in e, are given here: atom 1 (C): -0.206, atom 2 (C): 0.093, atom 3 (C): -0.645, atom 4 (C): -0.571, atom 5 (O): -1.225, atom 6 (O): -1.229, atom 7 (O): -1.219, atom 8 (O): -0.496, atom 9 (P): 2.337, atom 10 (H): 0.202, atom 11 (H): 0.120, atom 12 (H): 0.140, atom 13 (H): 0.184, atom 14 (H): 0.177, atom 15 (H): 0.179, atom 16 (H): 0.159


This record from the OMol25 dataset describes a cluster of 13 separate species, H26O13 in total. The level of theory is the ωB97M-V functional and the def2-TZVPD basis.

CARTESIAN COORDINATES (ANGSTROEM)
O1 -2.714 2.508 -12.871
H1 -3.318 2.047 -13.461
H2 -1.944 2.016 -12.685
O2 -6.592 3.557 -11.178
H3 -6.094 2.774 -10.944
H4 -7.504 3.292 -11.042
O3 -4.251 4.529 -14.890
H5 -3.357 4.199 -15.114
H6 -4.694 4.728 -15.717
O4 -8.417 2.474 -14.304
H7 -8.744 2.696 -15.190
H8 -7.458 2.651 -14.244
O5 -4.860 1.278 -10.976
H9 -4.668 1.301 -10.034
H10 -4.036 1.528 -11.441
O6 -7.341 -0.305 -14.677
H11 -7.575 0.632 -14.733
H12 -6.703 -0.545 -15.323
O7 -4.245 0.850 -14.484
H13 -4.662 0.029 -14.338
H14 -4.949 1.518 -14.375
O8 -6.148 1.912 -16.476
H15 -6.174 0.981 -16.647
H16 -6.919 2.148 -17.025
O9 -3.257 6.588 -13.625
H17 -2.771 7.112 -14.250
H18 -3.709 5.911 -14.147
O10 -5.340 5.938 -11.440
H19 -5.723 6.635 -10.881
H20 -6.119 5.488 -11.776
O11 -7.246 5.597 -13.745
H21 -7.772 5.226 -14.477
H22 -6.437 5.946 -14.108
O12 -3.361 2.474 -16.767
H23 -2.617 2.839 -16.313
H24 -3.940 2.079 -16.085
O13 -5.861 2.740 -13.616
H25 -5.357 3.457 -14.012
H26 -6.167 3.148 -12.804

- Highest occupied orbital energy: -10.11 eV
- Spin multiplicity: 1
- Relative energy (zero: lowest compared OMol25 entry of this formula, charge and spin): 48.38 kcal per mole
- Orbital gap: 0.3641 Eh

The molecule's natural (NBO) atomic charges, reported in e, are given here: atom 1 (O): -0.981, atom 2 (H): 0.497, atom 3 (H): 0.474, atom 4 (O): -0.959, atom 5 (H): 0.504, atom 6 (H): 0.480, atom 7 (O): -0.951, atom 8 (H): 0.506, atom 9 (H): 0.497, atom 10 (O): -0.987, atom 11 (H): 0.460, atom 12 (H): 0.502, atom 13 (O): -0.969, atom 14 (H): 0.475, atom 15 (H): 0.504, atom 16 (O): -0.956, atom 17 (H): 0.499, atom 18 (H): 0.446, atom 19 (O): -1.002, atom 20 (H): 0.489, atom 21 (H): 0.508, atom 22 (O): -0.936, atom 23 (H): 0.466, atom 24 (H): 0.471, atom 25 (O): -0.954, atom 26 (H): 0.448, atom 27 (H): 0.472, atom 28 (O): -0.944, atom 29 (H): 0.459, atom 30 (H): 0.483, atom 31 (O): -0.949, atom 32 (H): 0.474, atom 33 (H): 0.478, atom 34 (O): -0.950, atom 35 (H): 0.449, atom 36 (H): 0.496, atom 37 (O): -1.012, atom 38 (H): 0.501, atom 39 (H): 0.515


This record from the OMol25 dataset describes a cluster of 2 separate species, Br3HNP in total. The level of theory is the ωB97M-V functional and the def2-TZVPD basis.

CARTESIAN COORDINATES (ANGSTROEM)
N1 -0.056 1.074 0.233
P1 -1.560 0.161 2.514
Br1 -3.479 1.149 2.585
Br2 -0.342 1.357 3.872
Br3 -1.881 -1.593 3.907
H1 -0.363 0.581 -0.534

- Highest occupied orbital energy (alpha / beta): -9.56 / -9.81 eV
- Spin multiplicity: 3
- ⟨S²⟩: 2.007
- Relative energy (zero: lowest compared OMol25 entry of this formula, charge and spin): 0.80 kcal per mole
- Orbital gap (alpha / beta): 0.3525 / 0.3186 Eh

The molecule's natural (NBO) atomic charges, reported in e, are given here: atom 1 (N): -0.218, atom 2 (P): 0.559, atom 3 (Br): -0.166, atom 4 (Br): -0.168, atom 5 (Br): -0.217, atom 6 (H): 0.210


This record from the OMol25 dataset describes a structure of composition C36H33N3OSbSiTc. The level of theory is the ωB97M-V functional and the def2-TZVPD basis.

CARTESIAN COORDINATES (ANGSTROEM)
Tc1 -0.319 -0.053 -1.370
C1 -3.260 -1.280 0.318
C2 -2.977 -1.837 -1.036
C3 -3.705 -2.905 -1.563
C4 -3.385 -3.420 -2.801
C5 -2.345 -2.842 -3.533
C6 -1.669 -1.774 -2.985
N1 -1.981 -1.298 -1.757
Sb1 -0.306 -0.736 -4.371
C7 1.556 -0.382 -3.223
C8 2.701 -0.734 -3.905
C9 3.930 -0.298 -3.405
C10 3.961 0.484 -2.272
C11 2.779 0.797 -1.600
C12 2.767 1.632 -0.365
N2 1.614 0.343 -2.084
C13 -1.100 1.184 -3.787
C14 -1.567 2.039 -4.759
C15 -2.102 3.265 -4.368
C16 -2.136 3.578 -3.026
C17 -1.640 2.691 -2.073
C18 -1.641 3.047 -0.625
N3 -1.135 1.506 -2.472
H1 -4.256 -1.565 0.649
H2 -3.177 -0.194 0.321
H3 -2.543 -1.674 1.045
H4 -4.517 -3.321 -0.984
H5 -3.939 -4.255 -3.209
H6 -2.092 -3.216 -4.516
H7 2.652 -1.309 -4.821
H8 4.846 -0.552 -3.923
H9 4.897 0.867 -1.888
H10 3.600 2.332 -0.368
H11 2.872 1.002 0.521
H12 1.835 2.190 -0.275
H13 -1.524 1.762 -5.804
H14 -2.483 3.959 -5.106
H15 -2.543 4.521 -2.691
H16 -2.124 4.009 -0.477
H17 -0.616 3.113 -0.257
H18 -2.160 2.295 -0.031
O1 -0.517 0.468 0.413
Si1 0.305 -0.102 1.775
C19 1.144 1.282 2.662
C20 0.668 2.593 2.508
C21 1.233 3.639 3.216
C22 2.271 3.389 4.109
C23 2.731 2.091 4.303
C24 2.164 1.045 3.597
C25 1.391 -1.418 0.999
C26 2.678 -1.772 1.399
C27 3.431 -2.683 0.665
C28 2.923 -3.260 -0.493
C29 1.644 -2.931 -0.914
C30 0.899 -2.021 -0.171
C31 -0.937 -0.748 3.010
C32 -2.081 0.032 3.346
C33 -2.934 -0.366 4.345
C34 -2.654 -1.538 5.060
C35 -1.517 -2.315 4.756
C36 -0.667 -1.918 3.751
H19 -0.151 2.796 1.829
H20 0.865 4.648 3.084
H21 2.709 4.205 4.669
H22 3.523 1.898 5.015
H23 2.515 0.039 3.795
H24 3.120 -1.336 2.285
H25 4.424 -2.949 1.004
H26 3.514 -3.977 -1.047
H27 1.219 -3.401 -1.794
H28 -0.176 -1.958 -0.410
H29 -2.276 0.956 2.812
H30 -3.805 0.223 4.598
H31 -3.310 -1.846 5.864
H32 -1.321 -3.218 5.319
H33 0.205 -2.518 3.520

- Highest occupied orbital energy (alpha / beta): -15.49 / -15.48 eV
- Total charge: +3
- Spin multiplicity: 4
- ⟨S²⟩: 3.776
- Relative energy (zero: lowest compared OMol25 entry of this formula, charge and spin): 0.00 kcal per mole
- Orbital gap (alpha / beta): 0.1892 / 0.1548 Eh

The molecule's Löwdin atomic charges, reported in e, are given here: atom 1 (Tc): 1.645, atom 2 (C): 0.008, atom 3 (C): -0.260, atom 4 (C): 0.046, atom 5 (C): 0.026, atom 6 (C): -0.083, atom 7 (C): -0.439, atom 8 (N): -0.099, atom 9 (Sb): 1.644, atom 10 (C): -0.447, atom 11 (C): -0.088, atom 12 (C): 0.022, atom 13 (C): 0.044, atom 14 (C): -0.257, atom 15 (C): 0.017, atom 16 (N): -0.084, atom 17 (C): -0.434, atom 18 (C): -0.065, atom 19 (C): 0.029, atom 20 (C): 0.041, atom 21 (C): -0.251, atom 22 (C): -0.006, atom 23 (N): -0.081, atom 24 (H): 0.110, atom 25 (H): 0.081, atom 26 (H): 0.089, atom 27 (H): 0.144, atom 28 (H): 0.143, atom 29 (H): 0.110, atom 30 (H): 0.110, atom 31 (H): 0.142, atom 32 (H): 0.145, atom 33 (H): 0.114, atom 34 (H): 0.082, atom 35 (H): 0.078, atom 36 (H): 0.117, atom 37 (H): 0.144, atom 38 (H): 0.143, atom 39 (H): 0.108, atom 40 (H): 0.074, atom 41 (H): 0.080, atom 42 (O): -0.415, atom 43 (Si): 0.558, atom 44 (C): -0.255, atom 45 (C): -0.103, atom 46 (C): -0.055, atom 47 (C): -0.041, atom 48 (C): -0.048, atom 49 (C): -0.080, atom 50 (C): -0.213, atom 51 (C): -0.043, atom 52 (C): -0.006, atom 53 (C): -0.029, atom 54 (C): -0.062, atom 55 (C): -0.195, atom 56 (C): -0.244, atom 57 (C): -0.104, atom 58 (C): -0.063, atom 59 (C): -0.030, atom 60 (C): -0.054, atom 61 (C): -0.091, atom 62 (H): 0.076, atom 63 (H): 0.116, atom 64 (H): 0.121, atom 65 (H): 0.120, atom 66 (H): 0.098, atom 67 (H): 0.106, atom 68 (H): 0.131, atom 69 (H): 0.127, atom 70 (H): 0.117, atom 71 (H): 0.067, atom 72 (H): 0.101, atom 73 (H): 0.116, atom 74 (H): 0.117, atom 75 (H): 0.117, atom 76 (H): 0.102


This record from the OMol25 dataset describes a cluster of 11 separate species, C16H54O12 in total. The level of theory is the ωB97M-V functional and the def2-TZVPD basis.

CARTESIAN COORDINATES (ANGSTROEM)
O1 1.303 -0.911 -1.307
C1 1.367 -0.389 0.010
C2 0.111 0.398 0.282
O2 0.109 0.985 1.622
H1 2.087 -1.433 -1.496
H2 1.312 -1.293 0.615
H3 2.326 0.096 0.190
H4 -0.699 -0.303 0.083
H5 0.020 1.187 -0.464
H6 -0.063 0.225 2.183
C3 -3.639 2.040 1.022
C4 -4.943 1.814 0.343
O3 -5.389 0.551 0.711
H7 -3.309 3.058 0.815
H8 -3.006 1.282 0.561
H9 -3.691 1.947 2.107
H10 -4.847 1.884 -0.741
H11 -5.773 2.472 0.598
H12 -4.835 -0.090 0.260
C5 -1.910 2.424 -2.533
C6 -1.601 3.502 -1.482
O4 -0.456 4.178 -1.990
H13 -2.620 1.732 -2.079
H14 -1.014 1.826 -2.695
H15 -2.349 2.781 -3.465
H16 -1.336 3.140 -0.488
H17 -2.344 4.298 -1.517
H18 -0.340 4.940 -1.418
C7 3.774 -1.964 -3.631
C8 4.463 -2.035 -2.239
O5 3.433 -2.426 -1.310
H19 3.119 -2.816 -3.811
H20 4.476 -1.960 -4.465
H21 3.210 -1.049 -3.814
H22 4.949 -1.107 -1.938
H23 5.292 -2.742 -2.236
H24 3.842 -2.408 -0.442
C9 -2.874 -2.027 0.533
C10 -3.281 -2.178 -0.969
O6 -4.150 -1.126 -1.331
H25 -2.581 -1.006 0.776
H26 -2.104 -2.769 0.745
H27 -3.803 -2.234 1.062
H28 -3.874 -3.080 -1.119
H29 -2.453 -2.216 -1.677
H30 -4.575 -1.370 -2.157
C11 -0.836 4.173 2.518
O7 -1.013 3.029 3.324
H31 -1.095 5.009 3.169
H32 0.230 4.349 2.372
H33 -1.380 4.148 1.575
H34 -0.541 2.360 2.824
C12 0.590 -1.260 4.192
O8 -0.430 -1.104 3.201
H35 1.522 -1.504 3.682
H36 0.749 -0.386 4.823
H37 0.365 -2.147 4.784
H38 -0.623 -1.965 2.824
C13 -0.214 -3.837 -2.675
O9 -0.131 -2.472 -3.088
H39 0.806 -4.219 -2.643
H40 -0.628 -3.921 -1.670
H41 -0.828 -4.388 -3.388
H42 0.520 -2.048 -2.524
C14 3.378 1.939 2.856
O10 4.231 3.070 2.628
H43 3.936 1.300 3.540
H44 2.497 2.215 3.436
H45 3.100 1.447 1.924
H46 4.789 3.193 3.400
C15 2.774 2.038 -2.840
O11 3.555 3.174 -2.751
H47 3.243 1.279 -2.214
H48 1.767 2.038 -2.422
H49 2.729 1.823 -3.907
H50 3.591 3.327 -1.804
C16 0.703 -4.419 2.181
O12 -0.585 -4.029 2.661
H51 0.646 -4.555 1.101
H52 1.408 -3.607 2.358
H53 1.109 -5.331 2.619
H54 -1.269 -4.547 2.231

- Highest occupied orbital energy: -9.44 eV
- SMILES: OCCO.CCO.CCO.CCO.CCO.CO.CO.CO.CO.CO.CO
- Spin multiplicity: 1
- Orbital gap: 0.3468 Eh

The molecule's Löwdin atomic charges, reported in e, are given here: atom 1 (O): -0.103, atom 2 (C): -0.224, atom 3 (C): -0.176, atom 4 (O): -0.081, atom 5 (H): 0.016, atom 6 (H): 0.112, atom 7 (H): 0.111, atom 8 (H): 0.105, atom 9 (H): 0.107, atom 10 (H): 0.017, atom 11 (C): -0.078, atom 12 (C): -0.350, atom 13 (O): -0.080, atom 14 (H): 0.061, atom 15 (H): 0.065, atom 16 (H): 0.092, atom 17 (H): 0.104, atom 18 (H): 0.115, atom 19 (H): 0.025, atom 20 (C): -0.061, atom 21 (C): -0.316, atom 22 (O): -0.100, atom 23 (H): 0.053, atom 24 (H): 0.066, atom 25 (H): 0.079, atom 26 (H): 0.076, atom 27 (H): 0.113, atom 28 (H): 0.076, atom 29 (C): -0.058, atom 30 (C): -0.250, atom 31 (O): -0.099, atom 32 (H): 0.075, atom 33 (H): 0.073, atom 34 (H): 0.066, atom 35 (H): 0.109, atom 36 (H): 0.106, atom 37 (H): 0.100, atom 38 (C): -0.045, atom 39 (C): -0.283, atom 40 (O): -0.086, atom 41 (H): 0.052, atom 42 (H): 0.056, atom 43 (H): 0.084, atom 44 (H): 0.111, atom 45 (H): 0.092, atom 46 (H): 0.099, atom 47 (C): -0.165, atom 48 (O): -0.126, atom 49 (H): 0.080, atom 50 (H): 0.075, atom 51 (H): 0.053, atom 52 (H): 0.018, atom 53 (C): -0.111, atom 54 (O): -0.131, atom 55 (H): 0.068, atom 56 (H): 0.091, atom 57 (H): 0.083, atom 58 (H): 0.047, atom 59 (C): -0.151, atom 60 (O): -0.137, atom 61 (H): 0.070, atom 62 (H): 0.056, atom 63 (H): 0.081, atom 64 (H): 0.014, atom 65 (C): -0.144, atom 66 (O): -0.129, atom 67 (H): 0.074, atom 68 (H): 0.072, atom 69 (H): 0.059, atom 70 (H): 0.068, atom 71 (C): -0.192, atom 72 (O): -0.096, atom 73 (H): 0.063, atom 74 (H): 0.064, atom 75 (H): 0.091, atom 76 (H): 0.078, atom 77 (C): -0.125, atom 78 (O): -0.131, atom 79 (H): 0.076, atom 80 (H): 0.067, atom 81 (H): 0.081, atom 82 (H): 0.083


| no. | electronic energy (eV) | largest force on an atom (eV/A) |
| --- | --- | --- |
| 1 | -21736.3525 | 4.4 |
| 2 | -27039.8491 | 2.2 |
| 3 | -220920.5066 | 3.6 |
| 4 | -60974.5469 | 2.3 |
| 5 | -42032.7538 | 2.2 |